[1]
{"formula": "C7H12O", "method": "ωB97M-V/def2-TZVPD", "s_squared": 0.76, "spin_multiplicity": 2, "homo_lumo_gap_ev": [7.5, 3.6], "energy_ev": -9489.0518, "e_homo_ev": [-13.1, -13.0], "lumo_ha": [-0.20550, -0.34525], "relative_energy_kcal_mol": 47.62, "total_charge": 1, "elements": ["O", "C", "C", "C", "C", "C", "C", "C", "H", "H", "H", "H", "H", "H", "H", "H", "H", "H", "H", "H"], "positions_angstrom": [[2.99782, 0.52595, -1.16700], [2.03917, -0.05253, -1.52427], [1.44181, -0.99124, -0.43723], [-0.03206, -1.17170, -0.88146], [-0.80830, 0.13224, -0.65710], [-0.74066, 0.60761, 0.80148], [-1.88426, 0.18279, 1.63330], [-2.86708, 0.78925, 2.24864], [1.63675, 0.04849, -2.55929], [1.58845, -0.47888, 0.50274], [2.06373, -1.79422, -0.23993], [-0.19441, -1.66354, -1.76288], [-0.33216, -1.81571, -0.05570], [-1.88257, -0.12842, -0.77311], [-0.52105, 0.93600, -1.37796], [-0.89363, 1.72618, 0.65854], [0.24754, 0.44152, 1.23016], [-1.99047, -0.89468, 1.52337], [-3.68072, 0.49777, 2.87258], [-2.91578, 1.93934, 2.21734]]}



[2]
{"formula": "C2H5ClN2", "method": "ωB97M-V/def2-TZVPD", "homo_lumo_gap_ev": 9.6, "energy_ev": -17652.1554, "e_homo_ev": -9.0, "lumo_ha": 0.02321, "relative_energy_kcal_mol": 124.97, "total_charge": 0, "elements": ["C", "C", "H", "H", "H", "H", "H", "N", "N", "Cl"], "positions_angstrom": [[1.09321, -0.31266, 0.12570], [0.14540, 0.92176, 0.62805], [-1.17733, -1.38757, -2.07522], [-1.28655, 0.02702, -0.50478], [2.11142, -0.36577, 0.91532], [-0.64231, 1.21309, -0.28123], [-0.55530, 0.25012, 1.16617], [-0.88790, -1.17987, -1.01317], [0.55723, -1.17604, -0.69750], [0.64212, 2.00993, 1.73666]]}



[3]
{"formula": "C2H10N2", "method": "ωB97M-V/def2-TZVPD", "homo_lumo_gap_ev": 9.9, "energy_ev": -5214.7582, "e_homo_ev": -8.9, "lumo_ha": 0.03587, "relative_energy_kcal_mol": 36.75, "smiles": "NCN.C", "total_charge": 0, "elements": ["C", "H", "H", "H", "H", "N", "C", "N", "H", "H", "H", "H", "H", "H"], "positions_angstrom": [[-0.33480, 0.86515, -4.57664], [0.60120, 1.46226, -4.62776], [-0.30581, 0.30976, -3.56016], [-1.31145, 1.61109, -4.38387], [-0.58741, 0.17113, -5.33379], [0.87407, 0.14536, 3.35657], [0.21276, -0.94282, 2.73023], [-0.31551, -0.57921, 1.39794], [0.83643, 0.86757, 2.72418], [0.40518, 0.43313, 4.24618], [-0.52790, -1.09673, 3.44280], [0.69937, -1.88012, 2.64310], [0.38908, 0.01706, 1.05215], [-0.63521, -1.38365, 0.88906]]}



[4]
{"formula": "C32H55N4O", "method": "ωB97M-V/def2-TZVPD", "homo_lumo_gap_ev": 9.0, "energy_ev": -42079.5849, "e_homo_ev": -11.0, "lumo_ha": -0.07098, "relative_energy_kcal_mol": 4.07, "total_charge": 1, "elements": ["C", "C", "C", "C", "C", "C", "C", "C", "C", "C", "C", "C", "C", "C", "H", "H", "C", "H", "C", "H", "H", "N", "C", "H", "H", "H", "C", "H", "H", "H", "C", "H", "H", "C", "N", "C", "N", "C", "C", "C", "N", "H", "H", "H", "C", "C", "C", "C", "C", "C", "C", "H", "H", "O", "C", "H", "H", "H", "H", "H", "H", "H", "H", "H", "H", "H", "H", "H", "H", "H", "H", "H", "H", "H", "H", "H", "H", "H", "H", "H", "H", "H", "H", "H", "H", "H", "H", "H", "H", "H", "H", "H"], "positions_angstrom": [[4.76288, -3.31028, -4.62840], [4.99112, -1.80433, -4.68646], [5.19758, -1.20911, -3.29546], [5.47440, 0.29226, -3.35173], [5.85192, 0.89324, -1.99684], [4.71614, 0.82524, -0.97966], [5.05360, 1.55292, 0.32092], [3.96232, 1.37896, 1.38049], [4.03815, 0.02266, 2.08370], [2.75078, -0.32699, 2.82858], [2.93154, -1.55936, 3.71637], [1.60614, -2.13357, 4.22455], [0.94464, -3.03647, 3.18259], [-0.45192, -3.51629, 3.58425], [-0.73914, -4.36372, 2.95897], [-0.41193, -3.87030, 4.61474], [-1.53776, -2.43566, 3.48575], [-1.17104, -1.54054, 3.98585], [-1.87799, -2.16995, 2.02016], [-2.43350, -3.02929, 1.63840], [-0.95373, -2.08755, 1.44500], [-2.68578, -0.94531, 1.72603], [-3.91664, -0.92295, 2.53666], [-4.57013, -0.12337, 2.17622], [-4.43413, -1.87528, 2.44086], [-3.67679, -0.75363, 3.58331], [-3.06080, -0.99935, 0.30074], [-2.17158, -0.99790, -0.32767], [-3.63642, -1.90185, 0.10301], [-3.66981, -0.13809, 0.04571], [-1.84270, 0.25552, 1.98921], [-1.44019, 0.15940, 2.99782], [-1.01374, 0.23563, 1.27781], [-2.51960, 1.63449, 1.91662], [-2.86456, 2.09630, 0.59901], [-4.16798, 2.18699, 0.23171], [-4.45703, 2.83992, -0.89480], [-5.72957, 2.95311, -1.21641], [-6.74734, 2.41067, -0.43962], [-6.34219, 1.69976, 0.67574], [-5.06736, 1.56764, 1.01556], [-7.04865, 1.20139, 1.32726], [-7.78471, 2.51894, -0.70022], [-5.93315, 3.49417, -2.13045], [-1.82311, 2.70870, -0.21466], [-0.99629, 1.66554, -0.92124], [-1.46719, 1.06903, -2.08226], [-0.74054, 0.08628, -2.73323], [0.48471, -0.33120, -2.21696], [0.95630, 0.25614, -1.03916], [0.23182, 1.24821, -0.41323], [0.63743, 1.72400, 0.46982], [1.90973, -0.06801, -0.65483], [1.27797, -1.28281, -2.75885], [0.95324, -1.79970, -4.03103], [1.77738, -2.45714, -4.29985], [0.02320, -2.37634, -4.00573], [0.86986, -1.00253, -4.77453], [-1.12925, -0.33671, -3.64541], [-2.41368, 1.38897, -2.49154], [-2.32391, 3.34604, -0.94436], [-1.18899, 3.32576, 0.42851], [-1.79211, 2.33597, 2.34271], [-3.41763, 1.66462, 2.53541], [-2.42333, -2.78140, 4.01961], [0.91084, -2.51968, 2.22165], [1.57753, -3.91441, 3.04607], [0.94630, -1.30743, 4.49933], [1.78627, -2.72037, 5.12651], [3.46273, -2.33342, 3.15921], [3.55664, -1.28354, 4.56649], [1.95764, -0.50473, 2.09625], [2.44472, 0.52051, 3.44748], [4.24172, -0.76261, 1.35346], [4.87119, 0.03451, 2.78863], [2.98798, 1.49272, 0.89904], [4.05023, 2.16861, 2.12966], [6.00120, 1.18099, 0.71517], [5.18143, 2.61561, 0.10536], [3.82143, 1.27548, -1.41832], [4.49623, -0.22118, -0.76328], [6.13266, 1.93892, -2.14342], [6.72511, 0.37050, -1.60027], [6.29532, 0.47046, -4.05007], [4.59315, 0.80767, -3.74220], [6.03929, -1.71151, -2.81304], [4.30362, -1.39961, -2.69804], [5.86814, -1.59840, -5.30332], [4.13444, -1.31964, -5.16152], [3.91210, -3.54749, -3.99143], [5.63788, -3.81069, -4.22004], [4.57380, -3.71050, -5.62180]]}



[5]
{"formula": "C5H6Cl2CoO4PrS", "method": "ωB97M-V/def2-TZVPD", "s_squared": 12.04, "spin_multiplicity": 7, "homo_lumo_gap_ev": [8.2, 6.8], "energy_ev": -100998.7590, "e_homo_ev": [-23.5, -23.5], "lumo_ha": [-0.56108, -0.61517], "total_charge": 4, "elements": ["Pr", "Co", "Cl", "Cl", "C", "C", "C", "O", "O", "O", "C", "S", "C", "O", "H", "H", "H", "H", "H", "H"], "positions_angstrom": [[4.77894, 0.16789, -2.22775], [-0.56728, 0.30365, 1.79336], [3.61394, -1.23106, -4.00954], [0.29066, 1.98378, 2.75322], [-0.78847, -0.49650, 3.36601], [6.57780, -0.39160, -3.64402], [7.03170, 0.87655, -1.48845], [-1.12383, -0.56229, 4.47232], [7.50140, -0.64330, -4.29352], [8.10208, 1.20252, -1.17673], [-4.09685, 0.83918, 1.42569], [-2.75389, -0.26950, 0.95308], [-3.37645, -1.18640, -0.48526], [-1.57528, 0.57886, 0.23752], [-4.83147, 0.14431, 1.85103], [-4.53100, 1.36036, 0.56245], [-3.70703, 1.52512, 2.18484], [-3.79927, -0.51953, -1.24981], [-2.58294, -1.82061, -0.88806], [-4.16277, -1.86143, -0.13637]]}



[6]
{"formula": "C27H46B2F4HgN8S", "method": "ωB97M-V/def2-TZVPD", "s_squared": 0.75, "spin_multiplicity": 2, "homo_lumo_gap_ev": [6.1, 8.1], "energy_ev": -67912.2131, "e_homo_ev": [-3.6, -5.8], "lumo_ha": [0.09432, 0.08206], "total_charge": -1, "elements": ["Hg", "C", "C", "C", "C", "N", "N", "B", "N", "N", "C", "C", "C", "C", "C", "C", "C", "C", "N", "N", "C", "C", "C", "C", "C", "C", "C", "C", "C", "C", "C", "C", "H", "H", "H", "H", "H", "H", "H", "H", "H", "H", "H", "H", "H", "H", "H", "H", "H", "H", "H", "H", "H", "H", "H", "H", "H", "H", "H", "H", "H", "H", "H", "H", "H", "H", "H", "H", "H", "H", "H", "H", "F", "B", "F", "F", "F", "S", "C", "N", "C", "C", "N", "H", "H", "H", "H", "H", "H"], "positions_angstrom": [[-0.29862, 0.12979, 1.01906], [4.96208, 0.90992, -1.40002], [4.11927, 0.62616, -0.19997], [4.51245, 0.55189, 1.11815], [3.33388, 0.26804, 1.83519], [2.31124, 0.17762, 1.00267], [2.78734, 0.40032, -0.24719], [1.91367, 0.36194, -1.52380], [1.25039, -1.02669, -1.71720], [0.44786, -1.58198, -0.77639], [0.07078, -2.76775, -1.23291], [0.64598, -2.99666, -2.49475], [1.38772, -1.86641, -2.76440], [2.20694, -1.57780, -3.97987], [-0.87297, -3.68332, -0.48795], [-2.26482, -3.55923, -1.12157], [-0.38072, -5.12924, -0.62079], [-0.95871, -3.32894, 0.99453], [0.88318, 1.51763, -1.54829], [0.32316, 2.02434, -0.41919], [-0.43012, 3.05847, -0.78561], [-0.35742, 3.22870, -2.17265], [0.47117, 2.22090, -2.62003], [0.80437, 1.87047, -4.02986], [-1.16565, 3.92252, 0.21518], [-2.02028, 3.08455, 1.16813], [-0.12916, 4.71308, 1.02564], [-2.08254, 4.89423, -0.53104], [3.20710, 0.07281, 3.32834], [1.76008, -0.16494, 3.75022], [4.05363, -1.13895, 3.73983], [3.73688, 1.32330, 4.04110], [5.99371, 1.06269, -1.08377], [4.62467, 1.80451, -1.92456], [4.93887, 0.08417, -2.11225], [5.51206, 0.68738, 1.49849], [2.64675, 0.52065, -2.45721], [0.54042, -3.85828, -3.13317], [2.26822, -2.47916, -4.58911], [3.21829, -1.26438, -3.72253], [1.76140, -0.78799, -4.58630], [-2.24322, -3.85065, -2.17346], [-2.60795, -2.52540, -1.06742], [-2.98139, -4.20052, -0.59790], [-0.32822, -5.43920, -1.66581], [-1.06457, -5.80590, -0.10170], [0.61349, -5.24098, -0.18361], [-1.40670, -2.34851, 1.15234], [0.03076, -3.32101, 1.45616], [-1.57970, -4.06595, 1.51243], [-0.88432, 3.93801, -2.78658], [0.56411, 2.71264, -4.67760], [0.20176, 1.01917, -4.35562], [1.85711, 1.61715, -4.15481], [-1.40651, 2.46071, 1.81920], [-2.70294, 2.44181, 0.61092], [-2.61072, 3.74544, 1.80945], [0.54674, 4.03136, 1.54497], [-0.62801, 5.34451, 1.76664], [0.46893, 5.35210, 0.37162], [-2.81601, 4.34843, -1.12585], [-1.51077, 5.55216, -1.18982], [-2.61414, 5.52135, 0.18914], [1.34385, -1.05264, 3.27130], [1.12588, 0.68406, 3.48893], [1.71058, -0.30572, 4.83312], [3.69240, -2.04234, 3.24504], [3.99968, -1.29115, 4.82123], [5.10065, -0.99854, 3.46427], [3.15025, 2.20033, 3.76187], [4.77853, 1.51622, 3.77749], [3.67562, 1.19669, 5.12528], [-4.26014, -0.08722, -2.24820], [-3.25547, 0.90352, -2.19712], [-3.80900, 2.10800, -1.73875], [-2.65584, 1.06119, -3.44084], [-2.27240, 0.46799, -1.24515], [-2.48894, -0.35629, 3.18601], [-3.66968, -0.94689, 2.14713], [-4.69225, -1.75047, 2.56172], [-5.38848, -2.33337, 1.42086], [-5.01570, -1.34939, 0.30510], [-3.80091, -0.74454, 0.83908], [-4.57168, -2.23560, 3.43298], [-6.46343, -2.37560, 1.59062], [-5.02346, -3.34244, 1.20324], [-5.78137, -0.58952, 0.14542], [-4.82247, -1.83176, -0.64873], [-3.23652, -0.09562, 0.29129]]}